No. 1
19
Properties=species:S:1:pos:R:3:forces:R:3:mulliken_charge:R:1 method="wB97M-V/def2-TZVPD" homo_ha=-0.521 charge=+1 orbital_gap_ev=11.283 largest_force_ev_per_a=2.0 energy_ev=-9354.09215 relative_energy_kcal_mol=12.49 spin_multiplicity=1
N -0.3547 0.3935 -0.5343 0.47 -0.62 -1.15 -0.284
C -0.0209 -0.9879 -0.9879 -1.00 -0.83 0.29 -0.596
C 1.4015 -1.3552 -0.5556 0.88 -0.28 0.75 -0.403
N 2.1124 -0.2092 0.0335 -0.03 -0.14 -0.06 -0.624
H -1.2707 0.4777 -0.0934 0.07 -0.16 0.23 0.378
H 0.4310 0.6446 0.0959 0.00 0.34 0.12 0.500
H -0.2938 0.9852 -1.3554 -0.10 0.53 0.25 0.352
H -0.6980 -1.6619 -0.4699 -0.06 0.10 0.16 0.180
H -0.2910 -1.1437 -2.0289 0.48 0.43 -0.22 0.401
H 1.3143 -2.0918 0.2365 -0.17 -0.04 0.20 0.325
H 2.0042 -1.8902 -1.2835 -0.25 0.29 -0.61 0.359
H 2.5966 -0.5030 0.8728 -0.02 0.15 -0.04 0.223
H 2.8084 0.1809 -0.5893 -0.04 0.02 -0.04 0.198
H -2.9237 -1.2551 0.9385 0.83 -0.57 -0.37 0.343
H -2.8027 -0.1109 1.7301 0.98 0.39 0.34 0.315
O -2.1854 -0.6972 1.2502 -2.00 0.25 0.09 -0.676
H -0.6620 3.5968 0.3061 0.03 -0.24 0.41 0.300
H -0.5822 2.8937 1.6924 0.01 0.23 -0.09 0.307
O -0.5834 2.7337 0.7424 -0.08 0.16 -0.25 -0.598

***

No. 2
17
Properties=species:S:1:pos:R:3:forces:R:3:mulliken_charge:R:1 method="wB97M-V/def2-TZVPD" homo_ha=-0.344 smiles="CC1(O)CC=CC1" orbital_gap_ev=10.356 largest_force_ev_per_a=0.4 energy_ev=-8431.16428 relative_energy_kcal_mol=1.75 spin_multiplicity=1
C 0.0486 1.8974 -0.3293 -0.05 0.06 -0.01 -1.780
C 0.3555 0.4107 -0.2298 -0.32 0.12 0.10 1.509
O 1.6926 0.2763 -0.7135 0.18 -0.11 0.09 -0.601
C -0.5886 -0.4935 -1.0701 0.02 0.03 -0.04 -0.912
C -0.8072 -1.7072 -0.2027 0.06 0.01 0.14 -0.403
C -0.3638 -1.5179 1.0382 -0.05 -0.04 -0.14 -0.301
C 0.2160 -0.1371 1.2148 0.05 0.04 0.02 -1.219
H 0.6464 2.4457 0.4071 -0.08 -0.06 -0.12 0.366
H -1.0107 2.1058 -0.1494 0.13 -0.04 -0.01 0.391
H 0.3217 2.2637 -1.3240 -0.09 -0.05 0.11 0.413
H 2.1713 -0.3491 -0.1636 -0.03 -0.12 -0.04 0.349
H -1.5446 0.0041 -1.2862 0.15 -0.05 0.05 0.295
H -0.1174 -0.7256 -2.0312 -0.06 0.04 0.12 0.336
H -1.3012 -2.6084 -0.5571 0.10 0.13 0.06 0.416
H -0.4403 -2.2363 1.8503 0.01 0.10 -0.15 0.415
H 1.1827 -0.1211 1.7373 -0.12 0.00 -0.08 0.404
H -0.4611 0.4923 1.8092 0.10 -0.07 -0.10 0.322

***

No. 3
20
Properties=species:S:1:pos:R:3:forces:R:3:mulliken_charge:R:1 method="wB97M-V/def2-TZVPD" homo_ha=-0.351 orbital_gap_ev=9.384 largest_force_ev_per_a=4.3 energy_ev=-18972.27885 relative_energy_kcal_mol=50.46 spin_multiplicity=1
C -2.4025 0.0677 -0.9271 -2.78 -2.75 -0.74 -0.083
C 0.2595 -0.5683 0.1211 0.09 1.30 0.16 0.428
C -2.2342 -0.5612 0.4052 1.47 3.20 2.41 -0.320
C -0.8300 -0.2957 1.0306 -1.67 0.50 0.15 -1.084
C 1.3707 0.4043 0.1715 2.87 1.02 1.04 0.214
C 2.8105 -0.1219 -0.0525 0.35 0.93 0.41 0.655
N -1.9212 1.0416 -1.5099 1.28 1.45 -1.15 -0.672
N 0.1445 -1.4251 -0.7713 0.48 -1.19 -1.52 -0.578
N 1.2194 1.6196 0.4568 -0.13 2.11 -0.22 -0.584
F 3.1046 0.0685 -1.3370 0.40 -0.43 -0.50 -0.215
F 3.7475 0.6445 0.6511 -1.36 -1.48 -0.65 -0.273
F 2.9463 -1.4259 0.2565 0.30 0.93 -0.02 -0.227
H -3.2931 -0.3809 -1.4497 0.55 0.33 0.34 0.328
H -2.9232 0.1679 0.9586 0.47 -1.42 -0.11 0.260
H -2.4606 -1.5686 0.6553 -0.85 -0.80 -0.85 0.333
H -0.6827 -0.7995 1.9352 0.01 -1.92 1.30 0.569
H -0.7079 0.6502 1.5011 -0.16 1.53 -0.57 0.409
H 0.9462 -1.3830 -1.4050 -0.09 -0.41 -0.03 0.269
H 1.9766 2.4155 0.4437 -1.24 -2.91 -0.03 0.283
H -1.0704 1.4503 -1.1344 0.02 0.03 0.59 0.286